(1)
81
Properties=species:S:1:pos:R:3:forces:R:3 method="wB97M-V/def2-TZVPD" lumo_ev="0.386 / 0.333" spin_multiplicity=4 gap_ev="7.834 / 8.106" e_homo_ev="-7.45 / -7.77"
V 0.239805 -1.012899 0.722345 -0.314 -0.642 -0.518
C -0.723215 -3.937862 -2.675643 -0.013 0.000 -0.003
Sb -1.101663 -1.961426 -1.950853 0.178 0.076 0.338
C -2.714156 -2.426856 -0.614362 -0.034 -0.042 -0.006
C -2.302138 -1.273747 -3.644947 0.043 -0.038 -0.095
C -3.728485 -1.022238 -3.292796 -0.092 0.044 0.070
C -4.629984 -2.086108 -3.323966 -0.020 0.018 0.000
C -5.948113 -1.935046 -2.929809 0.005 -0.023 -0.007
C -6.393024 -0.695331 -2.495462 -0.015 0.018 0.007
C -5.514880 0.375076 -2.476740 -0.016 -0.015 -0.004
C -4.183718 0.238988 -2.871557 -0.013 -0.086 0.007
C -3.283950 1.428693 -2.822587 0.031 0.030 -0.066
Sb -2.075900 1.603329 -1.021127 0.048 -0.059 0.179
C -0.961954 3.270757 -1.783285 -0.042 0.076 -0.037
C -3.554082 2.730528 0.044470 -0.038 0.047 -0.027
H -1.618060 -4.548407 -2.560210 -0.006 0.011 -0.014
H 0.086224 -4.381038 -2.099523 -0.011 0.015 0.023
H -0.443068 -3.900837 -3.727775 0.021 0.022 0.000
H -3.160396 -3.377015 -0.905556 -0.035 0.014 -0.006
H -3.475271 -1.648012 -0.649768 0.023 0.015 -0.020
H -2.338610 -2.522070 0.404899 0.045 -0.017 -0.031
H -2.227043 -2.076695 -4.379250 0.006 -0.013 0.013
H -1.811417 -0.398561 -4.065382 0.029 -0.003 0.015
H -4.279310 -3.056783 -3.658143 0.007 -0.003 -0.003
H -6.623827 -2.779669 -2.961719 -0.002 -0.004 -0.001
H -7.420472 -0.559219 -2.184258 -0.003 0.000 0.001
H -5.866887 1.350458 -2.159389 0.001 0.006 0.002
H -3.866708 2.350495 -2.859750 0.009 0.008 0.018
H -2.589145 1.450245 -3.662483 0.034 0.009 0.022
H -0.984824 4.084389 -1.059722 0.019 -0.016 0.030
H -1.418888 3.608055 -2.713973 -0.012 0.010 0.003
H 0.075818 3.001630 -1.970386 -0.005 -0.034 -0.004
H -3.781964 3.652154 -0.491360 0.005 -0.006 -0.018
H -3.196224 2.974932 1.042266 0.033 -0.009 0.015
H -4.460820 2.132501 0.134499 0.005 -0.017 0.001
S -0.137395 -0.642926 3.014091 -0.012 0.107 0.008
C 1.383615 0.063329 3.599845 -0.003 -0.045 0.094
C 1.718704 -0.154624 4.938852 0.037 0.031 -0.019
C 2.886515 0.359768 5.473777 -0.019 -0.011 -0.012
C 3.749895 1.106084 4.683240 0.011 -0.004 0.028
C 3.427720 1.334411 3.356235 0.081 0.049 -0.029
C 2.257277 0.822491 2.810616 -0.011 -0.046 0.027
As 1.691928 1.100951 0.979941 0.100 0.041 -0.059
C 0.969067 2.900729 1.124224 0.081 0.023 0.020
C 1.502498 3.998719 0.460541 -0.021 -0.038 -0.047
C 0.958846 5.261843 0.656044 -0.010 0.021 0.008
C -0.118088 5.433751 1.512395 0.012 0.014 -0.019
C -0.654988 4.337674 2.174118 -0.029 -0.021 -0.007
C -0.115813 3.074543 1.981865 -0.021 -0.037 0.044
C 3.253919 1.280126 -0.150049 0.003 -0.001 0.027
C 3.267830 0.458323 -1.274054 0.010 -0.033 -0.017
C 4.331075 0.495329 -2.165694 -0.006 -0.009 -0.001
C 5.393369 1.354903 -1.937859 0.009 0.016 0.027
C 5.388549 2.179211 -0.819747 0.018 -0.017 -0.023
C 4.325232 2.144164 0.068430 -0.021 0.083 0.046
H 1.050435 -0.745776 5.551025 -0.006 -0.001 0.002
H 3.125909 0.169826 6.512320 0.007 0.007 0.004
H 4.667167 1.506202 5.094348 0.003 -0.004 0.003
H 4.111486 1.911852 2.747691 -0.048 -0.029 0.008
H 2.332906 3.880587 -0.223175 0.029 -0.029 0.005
H 1.378499 6.112145 0.133887 0.006 0.002 0.000
H -0.537983 6.419322 1.666289 0.001 0.004 -0.002
H -1.492806 4.466596 2.847705 -0.001 -0.004 0.000
H -0.527127 2.220767 2.512650 -0.001 0.013 -0.014
H 2.446601 -0.228947 -1.451694 0.001 0.023 0.006
H 4.327749 -0.152531 -3.032442 0.006 -0.001 -0.001
H 6.226560 1.384237 -2.627595 0.004 0.000 -0.006
H 6.216198 2.852237 -0.637626 0.004 0.005 -0.005
H 4.335445 2.808723 0.923232 -0.039 -0.002 -0.036
Cl 3.499758 -7.070526 3.327141 0.028 -0.040 0.025
C 2.630151 -5.840702 2.461280 0.018 0.024 -0.013
C 3.260038 -4.646376 2.159998 -0.064 -0.013 -0.011
C 2.553967 -3.675370 1.474124 -0.040 -0.078 0.011
Cl 3.352759 -2.182622 1.079673 -0.039 0.048 0.000
C 1.218690 -3.843983 1.070173 0.154 -0.198 0.206
O 0.553185 -2.931234 0.414428 -0.114 0.688 -0.133
C 0.639078 -5.081611 1.398819 0.068 0.065 -0.016
Cl -1.004277 -5.349486 0.920235 -0.061 -0.041 0.001
C 1.319475 -6.071327 2.082527 -0.003 0.063 -0.021
H 4.284093 -4.468979 2.453832 0.007 -0.006 0.006
H 0.828639 -7.004235 2.317646 0.004 -0.009 0.005

=====

(2)
55
Properties=species:S:1:pos:R:3:forces:R:3 method="wB97M-V/def2-TZVPD" lumo_ev=0.606 gap_ev=8.333 e_homo_ev=-7.73
C -0.541830 0.403419 -5.562621 0.268 0.032 0.098
C 0.730461 0.921183 -4.900112 -0.139 -0.024 -0.161
N 0.501466 1.353243 -3.534105 0.064 0.027 0.068
C 1.592194 2.143690 -2.998742 -0.054 0.200 0.154
C 1.103552 2.867689 -1.749996 0.219 -0.085 -0.236
C 0.526254 1.892828 -0.770399 -0.199 -0.212 0.132
C 0.403084 2.242747 0.591080 -0.501 -0.816 -0.297
C 0.919971 3.482007 0.991037 0.440 0.628 0.189
N 1.386641 4.499647 1.261700 0.032 0.148 0.054
C -0.168401 1.297379 1.474690 0.323 0.018 -0.260
N -0.311876 1.505801 2.819750 0.096 -0.086 0.058
C -0.700184 2.785094 3.377919 -0.430 0.381 0.046
C -2.230613 2.850280 3.489468 0.308 0.190 -0.064
O -2.738888 1.791246 4.267813 -0.074 0.013 0.144
C -2.362282 0.539400 3.734614 0.254 -0.229 -0.024
C -0.838576 0.425531 3.634290 -0.318 -0.257 0.124
N -0.509679 0.085923 1.039689 -0.082 -0.076 -0.014
C -0.369347 -0.251356 -0.235591 -0.004 0.546 0.035
N -0.780395 -1.499747 -0.587218 0.045 -0.017 -0.328
C -1.129643 -2.508024 0.391298 -0.085 -0.117 0.106
C 0.042522 -3.392137 0.737941 -0.086 -0.053 -0.023
C 0.045528 -4.740641 0.409550 -0.081 0.100 0.032
C 1.139661 -5.534481 0.709146 0.084 -0.110 0.004
C 2.245731 -4.984333 1.332894 0.038 -0.110 -0.008
C 2.253057 -3.637857 1.658639 0.036 0.062 0.034
C 1.157943 -2.846947 1.363794 0.031 0.007 0.025
C 0.116986 0.651790 -1.207340 0.112 0.092 -0.031
C 0.201163 0.244320 -2.652255 -0.091 -0.117 0.003
H -0.831448 -0.569139 -5.173156 -0.077 -0.100 -0.004
H -1.353620 1.105365 -5.392705 -0.110 0.064 -0.006
H -0.381072 0.304220 -6.633152 -0.029 -0.067 -0.100
H 1.519488 0.146761 -4.955330 -0.006 0.110 0.009
H 1.080691 1.793556 -5.457804 0.049 -0.069 0.038
H 2.469886 1.518646 -2.750897 -0.009 0.043 -0.047
H 1.899567 2.876143 -3.748155 0.008 -0.072 0.026
H 0.325222 3.581499 -2.034747 0.055 0.033 0.028
H 1.918680 3.431086 -1.291676 -0.051 0.000 0.011
H -0.338425 3.607361 2.766518 -0.065 -0.020 0.212
H -0.258896 2.865280 4.376540 -0.012 0.077 -0.088
H -2.542227 3.770811 3.985066 0.032 0.004 -0.093
H -2.666635 2.815355 2.477773 0.024 0.035 0.066
H -2.769878 -0.213751 4.410587 0.032 -0.025 -0.083
H -2.798322 0.408979 2.732426 0.016 -0.020 0.077
H -0.554722 -0.527349 3.192380 -0.020 0.042 0.179
H -0.399465 0.521212 4.632097 -0.036 -0.030 -0.039
H -0.466744 -1.847459 -1.478743 -0.011 0.071 0.001
H -1.949111 -3.109683 -0.013827 0.057 0.047 0.120
H -1.477710 -1.973443 1.277556 -0.077 -0.161 -0.133
H -0.816048 -5.174660 -0.078601 -0.096 -0.030 -0.051
H 1.128795 -6.583695 0.452543 0.004 -0.082 -0.021
H 3.100078 -5.602706 1.565121 0.067 -0.051 0.017
H 3.113766 -3.204024 2.146080 0.069 0.037 0.042
H 1.160321 -1.796946 1.616776 0.015 0.112 0.035
H 0.967604 -0.558270 -2.752988 -0.102 0.028 -0.083
H -0.764276 -0.172841 -2.956618 0.070 -0.112 0.025

=====

(3)
9
Properties=species:S:1:pos:R:3:forces:R:3 method="wB97M-V/def2-TZVPD" lumo_ev=0.520 gap_ev=10.058 e_homo_ev=-9.54
S -0.528826 0.259027 -2.207871 1.546 -0.658 1.423
N 0.958789 -0.062926 -1.096297 -2.475 0.780 -1.887
C 0.674100 -0.069224 0.110892 1.486 -0.090 4.486
C -0.589187 -0.048640 1.066276 -0.450 0.115 -2.040
Cl -0.244307 -1.023976 2.543217 -0.145 0.283 -0.712
H 0.375250 0.511694 -3.129379 0.024 0.157 -0.764
H 1.605689 -0.072419 0.808587 -1.249 -0.293 -1.215
H -0.770040 1.005321 1.421507 0.003 -1.154 -0.579
H -1.481468 -0.498856 0.483068 1.259 0.860 1.288

=====

(4)
19
Properties=species:S:1:pos:R:3:forces:R:3 method="wB97M-V/def2-TZVPD" lumo_ev=0.906 gap_ev=9.932 e_homo_ev=-9.03
C -0.262164 -2.145611 -2.522997 0.273 0.010 -0.199
C 0.238737 -1.070469 -1.942735 -0.372 0.695 0.206
C -0.181945 -0.520659 -0.636713 0.427 -0.592 0.147
C 0.697237 -0.208520 0.310906 -0.359 0.984 -0.095
C 0.301579 0.338660 1.666023 0.277 0.070 -0.332
C 1.459927 0.419592 2.653024 0.051 -0.384 -0.072
H -1.007221 -2.772247 -2.055652 -0.116 -0.031 -0.054
H 0.148003 -2.409572 -3.486395 -0.213 -0.338 -0.095
H 0.980080 -0.491522 -2.477598 0.274 -0.044 -0.020
H -1.238756 -0.459414 -0.412170 -0.241 -0.241 0.023
H 1.743727 -0.156759 0.034324 0.233 -0.316 0.142
H -0.503368 -0.281762 2.047949 -0.190 0.058 0.219
H -0.090954 1.348998 1.512890 -0.115 -0.058 0.058
H 2.319462 0.898982 2.173769 -0.073 0.054 0.207
H 1.184790 0.964908 3.555637 0.043 0.087 -0.076
H 1.771058 -0.581475 2.966273 0.048 0.072 -0.062
O -2.830913 2.266128 -0.963523 -0.176 -0.464 0.346
H -1.995675 1.778480 -0.968697 -0.129 0.437 -0.213
H -2.733604 3.082262 -1.454313 0.357 0.002 -0.128

=====

Q: Which ΔE to the lowest compared entry with this formula, charge and spin values were calculated for the entries above? A: 127.4, 155.3, 164.5, 161.2, in kJ/mol.